Molecular formula: C5H6O2
Method: DFT, the ωB97M-V functional and the def2-TZVPD basis

Geometry as ORCA input:
```
! RIJCOSX wB97M-V def2-TZVPD def2/J DEFGRID3
* xyz 0 1
C -0.520 2.493 2.106
C -0.458 1.295 1.325
C -0.154 0.508 0.429
O -0.200 -0.569 -0.409
C 0.797 -1.303 -1.090
C 0.175 -2.327 -1.916
O 1.995 -1.070 -0.977
H -0.466 2.338 3.150
H -1.416 3.171 2.016
H 0.269 3.146 1.739
H 0.204 -1.984 -2.887
H -0.836 -2.330 -1.611
H 0.608 -3.370 -1.875
*
```

## Properties
**Energy**: -344.4965 hartree
**SMILES**: CC#COC(C)=O
**Relative energy (zero: lowest compared OMol25 entry of this formula, charge and spin)**: 2.869 eV
**Frontier orbital gap**: 0.3763 Eh